(1)
DFT (ωB97M-V with the def2-TZVPD basis set) results for a molecular structure, C11H28Br2MnN6S.

Structure (ORCA input):
```
! wB97M-V def2-TZVPD RIJCOSX def2/J DEFGRID3
* xyz 2 2
Mn -0.50604 0.02748 -0.05311
N -1.87036 -1.46377 0.69173
C -1.60788 -1.77032 2.11425
C -1.15627 -0.48539 2.79245
N 0.01900 0.05576 2.07830
C 0.36272 1.44878 2.44308
C -0.27738 2.41182 1.47888
N 0.14514 2.03279 0.10588
C 1.21170 -0.79172 2.35300
C 2.10710 -0.77918 1.13723
N 1.24017 -1.11073 -0.01209
H -2.76207 -0.97063 0.66500
H -2.03429 -2.30664 0.14675
H -0.83755 -2.53624 2.16984
H -2.49201 -2.17725 2.60567
H -0.92376 -0.67590 3.84538
H -1.95386 0.26047 2.76098
H 1.44458 1.55807 2.34809
H 0.12021 1.66724 3.48598
H -0.02983 3.44679 1.71970
H -1.36092 2.29603 1.51619
H 1.12704 2.24919 -0.05033
H -0.37004 2.61754 -0.54820
H 0.90109 -1.81430 2.55431
H 1.72938 -0.44186 3.24885
H 2.94104 -1.47386 1.23894
H 2.52648 0.21306 0.96456
H 1.00450 -2.10226 0.01808
H 1.76917 -1.02556 -0.87848
Br 2.01718 -2.31390 -3.15482
C 0.54013 -1.39928 -3.94655
Br -0.31220 -0.03585 -2.81746
H -0.23974 -2.11061 -4.18380
H 0.88624 -0.86055 -4.81937
C -3.69980 2.05274 -3.61404
N -3.44677 2.90475 -2.46741
C -3.59325 4.36187 -2.57600
C -3.34756 4.84192 -1.13889
N -2.80031 3.63163 -0.50261
C -3.00918 2.54409 -1.27732
S -2.76762 0.92035 -0.77539
H -4.73458 2.17534 -3.93251
H -3.52668 1.01730 -3.33799
H -3.03964 2.33663 -4.43430
H -4.58904 4.60858 -2.94070
H -2.85875 4.75065 -3.28329
H -4.27287 5.14061 -0.64681
H -2.63754 5.66271 -1.08713
H -2.83860 3.51800 0.49599
*
```

* LUMO (spin up / spin down): -0.188 / -0.188 Ha
* frontier orbital gap (spin up / spin down): 9.415 / 9.254 eV
* energy above the lowest of the compared OMol25 structures with the same formula, charge and spin: 0.0 kJ/mol


(2)
DFT (ωB97M-V with the def2-TZVPD basis set) results for C11H13F2N3O2 in the gas phase.

Structure (ORCA input):
```
! wB97M-V def2-TZVPD RIJCOSX def2/J DEFGRID3
* xyz 0 1
C -2.27734 0.84366 -2.80524
C -0.98115 0.67691 -1.99011
C 0.23234 1.06467 -2.84859
C -1.10464 1.56713 -0.74428
C -0.18957 1.28030 0.46345
C 0.15739 -0.21298 0.69800
C 1.33575 -0.59156 -0.08974
N 2.27906 -0.85056 -0.68665
C 0.38981 -0.44747 2.20822
C 1.32817 0.53179 2.76943
N 2.05973 1.29732 3.20511
N 0.77932 -1.82669 2.62114
C 0.03947 -2.80074 1.92013
O -1.12790 -2.92103 2.00449
F 0.77286 -3.59231 1.15586
C 2.17399 -2.06256 2.89382
O 2.64358 -1.94231 3.96676
F 2.88698 -2.41861 1.83327
H -3.09907 0.28971 -2.34674
H -2.14387 0.51376 -3.83585
H -2.56442 1.89956 -2.82756
H -0.91967 -0.38517 -1.72857
H 0.06515 0.79915 -3.89467
H 1.15027 0.56836 -2.53436
H 0.39665 2.14556 -2.81698
H -0.87398 2.58212 -1.08122
H -2.13846 1.59111 -0.38930
H -0.72364 1.60612 1.36245
H 0.73094 1.86475 0.43751
H -0.70395 -0.80960 0.38869
H -0.57380 -0.26039 2.69152
*
```

* LUMO: 0.009 Ha
* frontier orbital gap: 11.830 eV


(3)
DFT (ωB97M-V with the def2-TZVPD basis set) results for a molecular structure, C34H30Cl8GeMoOSi2.

Structure (ORCA input):
```
! wB97M-V def2-TZVPD RIJCOSX def2/J DEFGRID3
* xyz 2 1
Mo -1.07860 0.92436 -0.12896
Cl -0.58369 1.77152 2.59871
C 0.81759 0.83847 2.14461
C 0.69447 0.25788 0.88987
C 1.75576 -0.57150 0.57759
Cl 1.69842 -1.48505 -0.95335
C 2.88342 -0.77600 1.38154
Cl 4.15773 -1.80152 0.87714
C 2.95786 -0.12188 2.60829
Cl 4.32019 -0.30842 3.61797
C 1.88665 0.69046 3.00832
Cl 1.89710 1.48402 4.51613
Cl -0.44398 -3.59270 0.49681
Si -2.76943 -0.17457 1.12474
Cl -3.40584 -0.14155 3.04145
Cl -4.01508 -1.46053 0.18395
Ge -2.84260 2.84463 0.34240
C -4.18774 2.96041 -1.02502
C -4.00322 3.76770 -2.14644
C -4.99716 3.84842 -3.11172
C -6.17135 3.12402 -2.96218
C -6.36110 2.31997 -1.84540
C -5.37209 2.23675 -0.87837
C -1.08607 3.58598 -0.10604
C -0.29950 4.30432 0.81527
C 0.99624 4.66605 0.51679
C 1.57628 4.28373 -0.69537
C 0.83880 3.57305 -1.61988
C -0.48707 3.23552 -1.33334
H -3.23496 3.17912 1.77741
H -3.09995 4.35556 -2.26240
H -4.85992 4.48771 -3.97386
H -6.94808 3.19579 -3.71187
H -7.28281 1.76677 -1.72427
H -5.53789 1.61373 -0.00514
H -0.72565 4.59925 1.76598
H 1.56688 5.24996 1.22688
H 2.59992 4.55876 -0.91235
H 1.27077 3.28894 -2.56964
H -1.09337 2.78174 -2.11518
C -2.58254 0.82787 -4.57556
C -2.65044 -0.60759 -4.03272
C -3.87072 -0.73240 -3.11426
C -2.81286 -1.56630 -5.22024
Si -1.08262 -1.00990 -3.08184
O -1.08585 0.05984 -1.68287
C 0.53471 -0.61006 -3.89072
C 1.53304 -1.56824 -4.07625
C 2.74700 -1.23611 -4.66240
C 2.98455 0.06578 -5.07586
C 2.00541 1.03555 -4.90061
C 0.79577 0.70003 -4.31373
C -1.11003 -3.34897 -3.17826
C -1.10269 -2.62758 -2.17205
C 0.66659 -4.10698 -1.52055
C 0.75345 -5.05878 -2.41671
C 0.08499 -5.26982 -3.68884
C -0.84589 -4.38895 -4.09684
H -3.54931 1.08157 -5.01841
H -1.82442 0.93953 -5.35119
H -2.40180 1.56520 -3.78871
H -4.77621 -0.53329 -3.69439
H -3.84393 -0.00613 -2.29905
H -3.96123 -1.73263 -2.68634
H -3.63694 -1.21643 -5.84668
H -3.07560 -2.57176 -4.88904
H -1.92154 -1.61369 -5.85172
H 1.37255 -2.59163 -3.75970
H 3.50426 -1.99638 -4.80222
H 3.92629 0.32447 -5.54133
H 2.18301 2.04956 -5.23609
H 0.04518 1.47256 -4.19552
H 0.93249 -2.51528 -0.53196
H 0.20709 -4.03342 1.51701
H 1.52004 -5.74409 -2.02728
H 0.33129 -6.13622 -4.28742
H -1.37821 -4.49356 -5.02963
*
```

* LUMO (spin up / spin down): -0.243 / -0.242 Ha
* frontier orbital gap (spin up / spin down): 6.861 / 6.864 eV
* energy above the lowest of the compared OMol25 structures with the same formula, charge and spin: 931.1 kJ/mol


(4)
DFT (ωB97M-V with the def2-TZVPD basis set) results for a molecular structure, C38H48Cl4F4O9.

Structure (ORCA input):
```
! wB97M-V def2-TZVPD RIJCOSX def2/J DEFGRID3
* xyz 0 1
C 1.97469 -0.75257 9.65656
Cl 2.90927 -0.88862 8.11852
Cl 0.56974 -1.82252 9.68999
H 2.56020 -0.91672 10.56117
H 1.54994 0.24996 9.70779
C -3.74592 -0.08775 6.76093
Cl -4.10012 1.54606 7.22214
Cl -5.31239 -0.45638 6.08921
H -2.96969 -0.05176 5.99656
H -3.53228 -0.74798 7.60150
C -0.12241 2.51405 -2.02903
C -0.06099 3.79975 -2.81939
O -1.29085 4.13972 -3.41133
C -2.44008 4.11087 -2.68332
O -2.57426 4.21575 -1.43520
O -3.43585 3.92696 -3.62361
C -4.77790 3.78083 -3.24246
H 0.88694 2.11585 -1.92542
H -0.68884 1.69246 -2.46749
H -0.46696 2.58100 -0.99709
H 0.66967 3.65071 -3.61440
H 0.48216 4.52466 -2.21308
H -5.53861 3.68894 -4.01768
H -5.04698 4.73484 -2.78907
H -4.92568 3.01712 -2.47892
C 2.61938 -0.49946 2.42886
C 1.60546 -1.51643 1.88623
O 0.33143 -0.96324 1.99710
C -0.75152 -1.48767 1.44151
O -0.76226 -2.51111 0.76648
O -1.74293 -0.76643 1.77331
C -3.05156 -1.27880 1.51968
H 2.47406 0.48419 1.98228
H 3.64211 -0.84116 2.26963
H 2.44938 -0.40012 3.50093
H 1.68200 -2.43441 2.46893
H 1.74416 -1.84723 0.85694
H -3.09327 -1.61070 0.48228
H -3.86941 -0.57296 1.66467
H -3.34084 -2.17843 2.06288
C 2.22489 -1.18353 -5.62115
C 2.23341 0.19322 -6.24372
O 2.66188 0.15315 -7.62956
C 2.71977 1.33121 -8.32317
O 2.38879 2.48658 -7.96315
O 3.25468 1.05054 -9.56437
C 3.72903 2.09835 -10.41535
H 3.23204 -1.58096 -5.74688
H 1.53400 -1.88132 -6.09428
H 1.92999 -0.98373 -4.59098
H 2.84676 0.77248 -5.55352
H 1.26058 0.67447 -6.14324
H 3.06599 2.96161 -10.47232
H 4.05586 1.76941 -11.40180
H 4.60641 2.46676 -9.88376
F -2.94935 -8.62799 3.00545
C -2.76988 -8.04327 4.16467
C -1.90344 -6.95783 4.19880
C -1.68290 -6.32950 5.45545
C -2.28688 -6.82319 6.63748
C -3.11365 -7.92859 6.51417
C -3.32021 -8.55892 5.27905
H -1.35141 -6.53039 3.37481
H -1.02480 -5.47462 5.50511
H -2.09174 -6.39402 7.60915
H -3.53932 -8.40247 7.38631
H -3.86247 -9.49143 5.22631
F -2.94264 -8.30358 -3.67099
C -2.74127 -7.09243 -4.27528
C -2.39504 -5.94729 -3.47893
C -2.29559 -4.69628 -4.09391
C -2.51253 -4.60780 -5.47470
C -2.80962 -5.78237 -6.23999
C -2.86869 -6.94643 -5.63416
H -2.14091 -5.95283 -2.42927
H -2.06252 -3.83315 -3.48803
H -2.53393 -3.64248 -5.95854
H -2.99669 -5.71763 -7.30168
H -3.13767 -7.82460 -6.20237
F 5.84318 3.16120 -0.17884
C 5.42161 4.20455 -0.96803
C 5.37571 5.51869 -0.54610
C 5.00507 6.51803 -1.50156
C 4.76987 6.22839 -2.84525
C 4.98372 4.97111 -3.28632
C 5.24809 3.93326 -2.36325
H 5.73571 5.82183 0.42598
H 4.85270 7.49541 -1.06808
H 4.61092 6.98629 -3.59806
H 4.97897 4.78546 -4.35024
H 5.51207 2.95041 -2.72479
F 1.68826 5.16363 7.14304
C 0.71192 4.98978 6.19805
C -0.48091 5.70589 6.23227
C -1.49549 5.36489 5.39785
C -1.36636 4.43450 4.32399
C -0.11043 3.79972 4.29466
C 0.88745 4.06008 5.24875
H -0.54319 6.42758 7.03332
H -2.35713 6.01284 5.46229
H -2.12670 4.30557 3.56791
H 0.14733 3.12103 3.49508
H 1.78725 3.47910 5.38743
*
```

* LUMO: 0.004 Ha
* frontier orbital gap: 9.178 eV
* energy above the lowest of the compared OMol25 structures with the same formula, charge and spin: 255.9 kJ/mol


(5)
DFT (ωB97M-V with the def2-TZVPD basis set) results for a molecular structure, CH4FO3PS.

Structure (ORCA input):
```
! wB97M-V def2-TZVPD RIJCOSX def2/J DEFGRID3
* xyz 0 1
C 1.50639 0.38437 0.48451
O 0.36698 -1.96865 0.50040
O -0.01474 -0.64060 -1.48828
O -1.11045 0.02629 0.79253
F 2.00189 0.94311 -0.63767
P -2.39828 0.38661 -0.03185
S 0.21798 -0.72764 -0.10335
H 2.43520 -0.18098 0.81675
H 1.08957 0.95896 1.29322
H -2.16354 -0.64709 -0.84010
H -1.93101 1.46562 -0.78617
*
```

* LUMO: 0.015 Ha
* frontier orbital gap: 9.961 eV


(6)
DFT (ωB97M-V with the def2-TZVPD basis set) results for a molecular structure, C33H35F6N3O7P5STeV.

Structure (ORCA input):
```
! wB97M-V def2-TZVPD RIJCOSX def2/J DEFGRID3
* xyz 1 4
V -2.20445 0.20565 -0.22534
C -2.76858 0.09943 5.07580
C -2.96911 0.10872 3.57105
O -4.27431 -0.36947 3.28297
P -2.77681 1.75352 2.77224
O -4.09609 2.59256 2.92152
O -1.74592 2.47900 3.70925
O -2.38796 1.56295 1.35262
P -1.80784 -0.96344 2.66801
O -1.56100 -2.22950 3.56962
O -0.44951 -0.16526 2.66544
O -2.37188 -1.29422 1.33204
H -3.48266 0.78178 5.53645
H -1.76155 0.42139 5.33614
H -2.94604 -0.90301 5.45688
H -4.35027 -0.61120 2.34624
H -4.62458 2.63068 2.10459
H -1.68513 3.44217 3.62546
H -1.63971 -3.07162 3.09861
Te 0.23921 -2.34866 -0.00779
C 2.16954 -2.95206 -0.64328
C 2.23460 -3.68085 -1.82622
C 3.46151 -4.18269 -2.23756
N 4.59483 -3.98733 -1.57258
C 4.51993 -3.30277 -0.43588
C 3.33998 -2.78591 0.08214
C 0.17110 -0.15975 -0.05978
P 0.63909 0.36225 1.52388
C 0.70192 2.12620 1.89195
C 1.36769 2.49917 3.06388
C 1.37491 3.82111 3.47552
C 0.72020 4.78505 2.72005
C 0.04974 4.42272 1.55889
C 0.03783 3.09903 1.14441
C 2.14431 -0.30178 2.22541
C 3.33015 0.24064 1.72983
C 4.54877 -0.20352 2.21332
C 4.58261 -1.17914 3.20229
C 3.40255 -1.71158 3.70248
C 2.17752 -1.27609 3.21516
P 0.70437 0.97616 -1.38500
C 2.39325 0.51782 -1.91677
C 2.72866 -0.58318 -2.69991
C 4.05017 -0.83837 -3.02793
C 5.05687 0.01426 -2.59314
C 4.73475 1.13879 -1.84846
C 3.40901 1.38955 -1.52234
C -0.27619 0.53034 -2.85956
C -0.66090 1.62024 -3.64550
C -1.32614 1.43489 -4.84680
C -1.62261 0.15074 -5.27947
C -1.25811 -0.94150 -4.50424
C -0.59251 -0.75502 -3.30247
H 1.35164 -3.85389 -2.42933
H 3.53544 -4.76032 -3.15313
H 5.45371 -3.16297 0.09947
H 3.35100 -2.28193 1.03346
H 1.87740 1.75720 3.66337
H 1.89580 4.09936 4.38170
H 0.73903 5.82141 3.03214
H -0.45731 5.17248 0.96620
H -0.48580 2.83187 0.24160
H 3.30409 1.01077 0.97280
H 5.46825 0.21203 1.82306
H 5.53343 -1.52554 3.58593
H 3.43405 -2.46870 4.47461
H 1.25838 -1.69043 3.61041
H 1.95493 -1.24332 -3.06761
H 4.29958 -1.70401 -3.62779
H 6.08709 -0.18800 -2.85568
H 5.51037 1.82775 -1.53867
H 3.15162 2.28736 -0.96825
H -0.43669 2.62505 -3.30659
H -1.61493 2.29125 -5.44172
H -2.13791 0.00167 -6.22005
H -1.48734 -1.94627 -4.83721
H -0.32656 -1.62175 -2.71079
F -2.94196 1.69032 -1.66323
P -4.60118 1.92166 -1.30450
F -4.36927 0.55819 -0.32502
F -4.64196 3.17295 -2.25226
F -4.92496 0.93682 -2.52109
F -4.17705 2.82897 -0.04822
F -6.11562 1.98067 -0.88161
N -4.23919 -1.57699 -3.58130
C -3.84878 -2.50222 -2.71774
N -4.11378 -3.78607 -3.02557
S -3.00841 -2.18903 -1.28176
H -4.72878 -1.81787 -4.42672
H -4.13779 -0.60418 -3.34491
H -4.78337 -4.02404 -3.73780
H -3.87245 -4.48915 -2.35032
*
```

* LUMO (spin up / spin down): -0.091 / -0.091 Ha
* frontier orbital gap (spin up / spin down): 7.857 / 7.854 eV
* energy above the lowest of the compared OMol25 structures with the same formula, charge and spin: 0.0 kJ/mol


| no. | DFT total energy (eV) |
| --- | --- |
| 1 | -203030.0676 |
| 2 | -25617.2283 |
| 3 | -212078.7627 |
| 4 | -119567.8990 |
| 5 | -30083.3421 |
| 6 | -160166.4397 |